(1)
Density functional theory data (the ωB97M-V functional and the def2-TZVPD basis) for a cluster of 10 separate species, C54H124F3N8O13S in total at a distorted geometry.

Properties
Multiplicity: 2
DFT total energy in Eh: -4244.33298
Expectation value of S²: 0.77
Orbital gap (spin up / spin down) in eV: 4.26 / 6.37
Total charge: +4

Structure (XYZ):
```
203
C54H124F3N8O13S | OMol25 | the ωB97M-V functional and the def2-TZVPD basis
C -0.20 1.80 -1.46
C -1.03 0.91 -0.87
C -0.67 -0.58 -0.68
O -1.50 -1.42 -0.14
C 0.45 -1.17 -1.08
C 1.41 -0.35 -1.80
C 1.13 1.29 -1.92
O 2.00 2.09 -2.31
O 2.52 -0.84 -2.14
O -2.15 1.41 -0.39
H -0.58 2.80 -1.59
H 0.69 -2.21 -0.98
C 5.41 -3.45 -2.96
C 3.95 -3.97 -3.16
C 3.95 -5.51 -3.24
O 2.72 -6.11 -2.95
C 2.87 -7.46 -2.56
N 3.12 -3.52 -1.95
H 3.07 -2.52 -2.04
H 2.21 -3.94 -2.06
H 3.53 -3.76 -1.06
H 6.21 -3.68 -3.67
H 5.79 -3.82 -2.01
H 5.38 -2.37 -2.88
H 3.49 -3.57 -4.07
H 4.65 -5.94 -2.52
H 4.40 -5.76 -4.20
H 3.18 -7.37 -1.52
H 3.57 -8.12 -3.08
H 1.90 -7.93 -2.45
C -1.96 1.15 -4.55
C -3.17 0.17 -4.26
C -3.68 -0.50 -5.55
O -4.70 -1.43 -5.28
C -5.29 -2.22 -6.34
N -2.78 -0.90 -3.19
H -2.61 -0.71 -2.21
H -3.64 -1.44 -3.22
H -2.01 -1.47 -3.50
H -2.28 1.71 -5.42
H -1.10 0.52 -4.78
H -1.73 1.85 -3.75
H -4.01 0.72 -3.83
H -2.94 -1.04 -6.14
H -4.00 0.30 -6.22
H -5.45 -1.73 -7.29
H -6.22 -2.72 -6.06
H -4.56 -3.02 -6.46
C 3.32 -1.13 -5.62
C 3.45 0.40 -5.63
C 2.05 1.13 -5.94
O 2.18 2.55 -5.99
C 0.89 3.18 -6.03
N 3.91 0.88 -4.28
H 3.36 0.58 -3.48
H 4.85 0.58 -4.10
H 3.86 1.87 -4.06
H 2.74 -1.51 -4.78
H 4.28 -1.65 -5.60
H 2.81 -1.38 -6.55
H 4.18 0.85 -6.30
H 1.27 0.82 -5.24
H 1.78 0.82 -6.94
H 0.16 2.56 -6.55
H 0.94 4.15 -6.54
H 0.67 3.53 -5.02
C 4.50 4.23 -1.53
C 3.46 5.42 -1.72
C 3.60 6.04 -3.09
O 2.42 6.87 -3.34
C 2.42 7.49 -4.67
N 2.07 4.83 -1.36
H 2.21 4.46 -0.44
H 1.43 5.61 -1.37
H 1.74 4.12 -1.99
H 4.52 3.94 -0.48
H 5.53 4.53 -1.68
H 4.37 3.33 -2.13
H 3.66 6.17 -0.95
H 3.57 5.17 -3.75
H 4.44 6.71 -3.26
H 1.44 7.85 -4.96
H 2.83 6.90 -5.50
H 3.09 8.34 -4.58
C -4.14 -1.70 2.60
C -4.91 -0.71 1.76
C -4.93 0.70 2.40
O -5.69 1.63 1.63
C -7.14 1.54 1.74
N -4.39 -0.68 0.29
H -3.40 -0.46 0.25
H -4.41 -1.56 -0.20
H -4.77 0.10 -0.22
H -4.06 -2.61 2.00
H -4.64 -1.96 3.53
H -3.16 -1.29 2.84
H -5.94 -0.97 1.52
H -3.99 1.25 2.42
H -5.28 0.72 3.43
H -7.58 2.24 2.45
H -7.35 0.50 1.96
H -7.64 1.69 0.79
C -0.75 -7.00 0.76
N -1.24 -5.84 -0.10
C -2.32 -5.14 0.75
C -0.11 -4.83 -0.28
C -1.90 -6.28 -1.40
C -1.01 -6.91 -2.45
O -0.96 -8.32 -2.21
H -0.08 -7.65 0.21
H -1.67 -7.54 0.96
H -0.33 -6.60 1.68
H -2.07 -4.95 1.79
H -3.25 -5.71 0.76
H -2.49 -4.20 0.23
H -0.30 -4.22 -1.16
H 0.84 -5.35 -0.22
H -0.14 -4.15 0.58
H -2.25 -5.37 -1.88
H -2.75 -6.90 -1.11
H -0.06 -6.44 -2.68
H -1.43 -6.95 -3.45
H -1.81 -8.76 -2.36
C 4.18 1.00 7.84
C 2.90 0.43 7.10
C 3.14 0.08 5.63
C 1.86 -0.08 4.84
N 2.00 -1.04 3.56
C 0.61 -1.24 2.96
C 0.13 -2.67 3.22
C 1.43 -3.41 3.35
C 2.36 -2.45 4.11
C 3.14 -0.62 2.59
C 2.78 0.63 1.67
C 3.95 0.85 0.64
H 3.95 1.05 8.90
H 4.62 1.95 7.54
H 5.02 0.30 7.88
H 2.10 1.17 7.12
H 2.49 -0.47 7.55
H 3.79 -0.80 5.64
H 3.74 0.88 5.18
H 1.39 0.80 4.39
H 1.17 -0.57 5.53
H 0.60 -1.12 1.88
H -0.12 -0.50 3.25
H -0.53 -3.08 2.45
H -0.31 -2.68 4.22
H 1.84 -3.73 2.39
H 1.19 -4.35 3.84
H 3.43 -2.67 4.05
H 2.14 -2.49 5.18
H 3.36 -1.47 1.95
H 3.99 -0.43 3.24
H 2.63 1.50 2.31
H 1.89 0.35 1.11
H 4.14 -0.02 0.02
H 4.85 1.21 1.15
H 3.76 1.70 -0.02
C -6.46 5.08 5.90
C -5.55 4.31 4.94
C -4.03 4.52 5.22
C -3.10 3.81 4.17
N -1.57 4.20 4.31
C -0.69 3.32 3.41
C -0.86 3.92 2.02
C -1.15 5.40 2.21
C -1.27 5.61 3.74
C -1.18 4.09 5.82
C 0.39 4.09 6.10
C 0.74 4.24 7.62
H -6.20 6.14 5.86
H -6.17 4.83 6.93
H -7.50 4.85 5.67
H -5.82 4.29 3.88
H -5.70 3.25 5.14
H -3.88 4.08 6.20
H -3.80 5.59 5.21
H -3.27 4.03 3.12
H -3.10 2.76 4.47
H 0.34 3.33 3.75
H -1.03 2.28 3.50
H 0.04 3.76 1.43
H -1.65 3.36 1.52
H -0.43 6.06 1.73
H -2.05 5.57 1.62
H -0.30 5.89 4.16
H -1.98 6.38 4.03
H -1.56 3.16 6.26
H -1.74 4.91 6.25
H 0.99 4.73 5.45
H 0.91 3.13 6.04
H 0.18 5.08 8.04
H 1.78 4.34 7.93
H 0.24 3.40 8.10
C -1.67 -4.20 -4.92
F -2.47 -4.04 -3.81
F -1.45 -5.48 -5.26
F -2.34 -3.66 -5.94
S -0.04 -3.21 -4.67
O -0.51 -1.86 -4.37
O 0.70 -3.67 -3.49
O 0.69 -3.37 -5.93
```

(2)
Density functional theory data (the ωB97M-V functional and the def2-TZVPD basis) for a cluster of 2 separate species, C4H10N4O3 in total at a distorted geometry.

Properties
Multiplicity: 1
DFT total energy in Eh: -602.95665
Orbital gap in eV: 8.43

Structure (XYZ):
```
21
C4H10N4O3 | OMol25 | the ωB97M-V functional and the def2-TZVPD basis
C -0.56 1.33 -1.71
C 0.70 -1.10 1.37
C 0.93 1.37 1.19
C 0.03 -0.03 -1.09
N -1.62 1.24 -2.53
N -0.74 -1.15 -1.37
N 0.24 0.17 0.96
N 1.45 -0.25 -1.19
O 1.79 -1.44 -1.17
O -0.05 2.39 -1.46
O 2.15 0.72 -1.09
H 0.09 -1.98 1.31
H 1.65 -1.36 0.93
H 1.10 -0.95 2.46
H 1.97 1.47 0.89
H 0.42 2.11 0.57
H 0.91 1.52 2.21
H -2.01 0.23 -2.75
H -2.08 2.10 -2.91
H -0.32 -1.98 -1.73
H -1.50 -1.31 -0.67
```

(3)
Density functional theory data (the ωB97M-V functional and the def2-TZVPD basis) for a structure of composition C15H55B3FNO16 at a distorted geometry.

Properties
Multiplicity: 1
DFT total energy in Eh: -2037.59291
Orbital gap in eV: 8.96

Structure (XYZ):
```
91
C15H55B3FNO16 | OMol25 | the ωB97M-V functional and the def2-TZVPD basis
N -1.17 4.23 -1.78
C 0.19 3.80 -2.18
B 0.39 2.26 -2.27
O -0.59 1.31 -2.03
B -0.02 0.26 -1.33
O 1.18 0.40 -0.66
B 2.09 1.21 -1.29
C 3.48 1.62 -0.70
C 4.22 2.46 -1.67
O 4.35 3.65 -1.60
F 4.78 1.78 -2.67
O 1.68 1.73 -2.51
H -1.82 3.91 -2.48
H -1.38 3.73 -0.92
H 0.50 4.31 -3.08
H 0.85 4.15 -1.38
H -0.64 -0.74 -1.32
H 4.06 0.79 -0.34
H 3.28 2.27 0.15
C 6.67 0.84 2.18
O 5.81 1.47 1.23
H 6.25 -0.13 2.41
H 7.67 0.70 1.75
H 6.75 1.43 3.09
H 6.19 2.33 1.03
C -1.25 2.10 2.04
O -2.07 2.01 0.87
H -1.16 3.15 2.31
H -1.70 1.55 2.86
H -0.25 1.70 1.83
H -2.14 1.08 0.64
C 1.15 -0.77 3.06
O 1.15 0.34 3.95
H 0.78 -0.44 2.09
H 2.16 -1.16 2.95
H 0.49 -1.55 3.45
H 1.47 0.02 4.80
C 0.15 -0.10 -5.92
O 0.06 0.97 -4.98
H -0.19 0.26 -6.89
H 1.19 -0.44 -6.01
H -0.48 -0.93 -5.61
H 0.36 0.64 -4.14
C -3.30 1.33 -6.06
O -2.57 2.38 -5.44
H -4.35 1.63 -6.12
H -2.92 1.16 -7.08
H -3.21 0.41 -5.48
H -1.65 2.10 -5.40
C 0.72 -1.89 7.52
O 1.84 -1.65 6.66
H 0.41 -2.93 7.39
H 0.99 -1.72 8.57
H -0.11 -1.24 7.25
H 2.09 -0.74 6.79
C -2.88 -1.56 -8.23
O -2.63 -1.91 -6.87
H -2.09 -0.90 -8.57
H -2.90 -2.45 -8.87
H -3.84 -1.04 -8.31
H -3.34 -2.49 -6.59
C -1.24 -3.25 -3.18
O -0.18 -2.74 -2.38
H -2.13 -3.32 -2.55
H -1.46 -2.57 -4.01
H -1.00 -4.24 -3.57
H 0.60 -2.68 -2.94
C -2.48 -2.95 5.47
O -2.28 -3.30 6.83
H -1.63 -2.35 5.16
H -2.53 -3.85 4.84
H -3.39 -2.37 5.34
H -3.03 -3.83 7.11
C -5.83 -4.25 8.08
O -4.88 -4.58 7.07
H -5.29 -4.01 8.99
H -6.44 -3.39 7.78
H -6.49 -5.11 8.28
H -5.37 -4.80 6.27
C 7.76 5.16 -2.51
O 7.60 3.75 -2.53
H 8.81 5.37 -2.29
H 7.51 5.59 -3.48
H 7.14 5.61 -1.74
H 6.67 3.57 -2.72
C -4.54 -1.90 2.09
O -3.14 -1.87 2.37
H -4.96 -0.95 2.41
H -4.72 -2.02 1.02
H -5.03 -2.71 2.64
H -2.77 -2.71 2.09
```

(4)
Density functional theory data (the ωB97M-V functional and the def2-TZVPD basis) for an isolated molecule of C6H9ClS at a distorted geometry.

Properties
Multiplicity: 1
DFT total energy in Eh: -1092.26907
SMILES: CCC(=S)/C(C)=C\Cl
Orbital gap in eV: 8.49

Structure (XYZ):
```
17
C6H9ClS | OMol25 | the ωB97M-V functional and the def2-TZVPD basis
C 0.25 2.09 0.12
C -0.83 1.12 0.11
C -0.53 -0.03 -0.98
S -0.83 0.02 -2.57
C 0.29 -1.17 -0.38
C -0.66 -1.99 0.68
C 1.64 -1.03 -0.11
Cl 2.52 0.05 -1.25
H 0.08 2.87 0.88
H 1.37 1.76 0.54
H 0.47 2.47 -0.93
H -1.21 0.79 1.05
H -1.80 1.51 -0.27
H -1.50 -1.34 1.38
H 0.00 -2.55 1.23
H -1.34 -2.72 0.08
H 2.08 -1.85 0.40
```